*a*
A gas-phase ion, C3H9N2O2 (charge +1), computed with ωB97M-V/def2-TZVPD.

Output
* HOMO: -0.56221 hartree
* total charge: +1
* HOMO-LUMO gap: 0.454 Eh
* LUMO energy: -2.9 eV

Each line ends with the natural charge from an NBO analysis.
Element x y z (Å)
1 C -0.93132 -2.07033 0.19026  -0.683
2 C -0.47401 -0.73388 -0.27525  0.563
3 N -0.37303 -0.50974 -1.56541  -0.719
4 N -0.20873 0.18981 0.61269  -0.582
5 C 0.53788 1.60311 0.33663  0.542
6 O 1.41666 1.43484 -0.68114  -0.707
7 O 1.09906 1.90954 1.52974  -0.701
8 H -0.67068 -2.83539 -0.53636  0.253
9 H -2.01273 -2.07923 0.31710  0.272
10 H -0.48241 -2.32599 1.14710  0.256
11 H -0.62377 -1.22153 -2.23223  0.430
12 H -0.00028 0.36092 -1.91812  0.438
13 H -0.24702 -0.02969 1.59868  0.431
14 H -0.26838 2.27083 0.00581  0.174
15 H 2.29774 1.21475 -0.33588  0.513
16 H 0.94102 2.82198 1.80638  0.520



*b*
A gas-phase ion, C3H9N2O2 (charge +1), computed with ωB97M-V/def2-TZVPD.

Output
* HOMO (spin up / spin down): -0.56887 / -0.56889 hartree
* total charge: +1
* HOMO-LUMO gap (spin up / spin down): 0.357 / 0.357 Eh
* LUMO energy (spin up / spin down): -5.8 / -5.8 eV

Each line ends with the natural charge from an NBO analysis.
Element x y z (Å)
1 C -0.54736 1.37672 -0.73473  -0.608
2 C -0.22253 -0.01224 -0.17579  0.017
3 C -0.69894 -0.49725 1.10387  -0.666
4 N 1.35479 0.00396 -0.05869  0.199
5 O 1.74474 0.85712 0.85898  -0.454
6 N 2.33086 -0.63239 -0.68669  0.182
7 O 3.49613 -0.54937 -0.28264  -0.336
8 H -1.50401 1.31467 -1.12563  0.249
9 H -0.36788 2.02712 0.11759  0.239
10 H 0.13276 1.49905 -1.55688  0.224
11 H -0.36492 -0.77254 -0.98718  0.222
12 H -1.72799 -0.27125 1.16792  0.263
13 H -0.19366 0.02338 1.93855  0.251
14 H -0.59271 -1.61894 1.23682  0.249
15 H 2.76571 0.66338 1.05362  0.540
16 H 2.08738 -1.14348 -1.55462  0.429



*c*
2 unconnected molecules or ions with the total composition C3H9N2O2, computed with ωB97M-V/def2-TZVPD.

Output
* HOMO: -0.52407 hartree
* total charge: +1
* HOMO-LUMO gap: 0.404 Eh
* LUMO energy: -3.3 eV

Each line ends with the natural charge from an NBO analysis.
Element x y z (Å)
1 O -3.04424 -1.20136 1.71209  -0.485
2 C -1.93953 -1.62422 1.88343  0.413
3 C -0.75888 -1.02542 1.17247  -0.342
4 N -1.23738 0.10498 0.33531  -0.682
5 H -1.75817 -2.44634 2.59009  0.163
6 H -0.00414 -0.64850 1.86178  0.262
7 H -0.30498 -1.83385 0.59451  0.255
8 H -0.41780 0.53756 -0.14922  0.476
9 H -1.87182 -0.24485 -0.38211  0.443
10 H -1.73596 0.79976 0.89786  0.456
11 C 1.95524 1.10189 -1.17294  0.616
12 N 2.20939 1.82680 -2.35011  -0.869
13 O 1.07531 1.30049 -0.37919  -0.603
14 H 2.63662 0.22950 -1.06972  0.106
15 H 3.22220 1.91579 -2.41614  0.393
16 H 1.97415 1.20777 -3.12810  0.399



Sorted by energy, starting with the most stable: *a*, *c*, *b*.



*a*
A gas-phase ion, C3H9N2O2 (charge +1), computed with ωB97M-V/def2-TZVPD.

Output
* HOMO: -0.51238 hartree
* total charge: +1
* HOMO-LUMO gap: 0.382 Eh
* LUMO energy: -3.5 eV

Each line ends with the natural charge from an NBO analysis.
Element x y z (Å)
1 C 2.18344 0.97265 0.87279  -0.269
2 O 1.04367 1.47906 0.19960  -0.405
3 C 0.01016 0.87957 -0.13023  0.711
4 N -0.95364 1.52864 -0.74192  -0.688
5 C -0.16544 -0.59275 0.00073  -0.180
6 O -1.38251 -1.02781 -0.60725  -0.445
7 N -2.01409 -2.20994 0.03564  -0.498
8 H 1.92983 0.17865 1.61309  0.213
9 H 2.70491 1.79990 1.36670  0.243
10 H 2.84164 0.70613 0.11163  0.216
11 H -0.76081 2.49632 -1.21295  0.449
12 H -1.69627 1.03091 -1.07598  0.435
13 H 0.78101 -0.98861 -0.52202  0.222
14 H 0.00236 -1.05404 0.90974  0.253
15 H -1.48225 -2.97973 -0.52630  0.359
16 H -3.04201 -2.21894 -0.29327  0.385



*b*
3 unconnected molecules or ions with the total composition C3H9N2O2, computed with ωB97M-V/def2-TZVPD.

Output
* HOMO: -0.48971 hartree
* total charge: +1
* HOMO-LUMO gap: 0.195 Eh
* LUMO energy: -8.0 eV

Each line ends with the natural charge from an NBO analysis.
Element x y z (Å)
1 C 1.36341 -0.30963 0.89498  0.062
2 C 1.82285 -0.66701 -0.36208  0.164
3 N 1.19941 0.13225 -1.27488  -0.365
4 C 0.37747 1.03465 -0.58533  -0.168
5 N 0.53257 0.77273 0.83954  -0.287
6 H 1.61215 -0.65306 1.91508  0.285
7 H 2.55979 -1.43373 -0.61891  0.286
8 H 1.77429 0.52087 -2.01212  0.464
9 H 0.54976 2.08983 -0.89408  0.302
10 H -0.44407 0.55537 1.34255  0.476
11 H -0.76433 0.92699 -0.75193  0.390
12 H -2.43215 0.21895 2.00464  0.493
13 O -1.84627 0.22959 1.24319  -1.041
14 H -2.13106 -0.47997 0.02066  0.489
15 H -2.89265 -1.48302 -0.93371  0.480
16 O -2.02861 -1.07860 -0.81564  -1.031



*c*
A gas-phase ion, C3H9N2O2 (charge +1), computed with ωB97M-V/def2-TZVPD.

Output
* HOMO: -0.56501 hartree
* total charge: +1
* HOMO-LUMO gap: 0.369 Eh
* LUMO energy: -5.3 eV

Each line ends with the natural charge from an NBO analysis.
Element x y z (Å)
1 C -3.13664 0.31578 0.23677  -0.280
2 O -1.68589 0.55811 0.33982  -0.262
3 N -0.95047 -0.47580 -0.09305  0.265
4 N 0.23594 -0.33046 -0.24620  0.182
5 C 1.03335 -1.43213 -0.62104  -0.495
6 O 0.99995 1.14339 0.04270  -0.293
7 C 2.31544 1.12090 0.38346  -0.304
8 H -3.69832 1.26878 0.36544  0.247
9 H -3.45146 -0.41441 0.92605  0.212
10 H -3.48101 -0.10441 -0.76206  0.220
11 H 0.52032 -2.16444 -1.24500  0.280
12 H 1.43562 -2.14623 0.19990  0.279
13 H 1.91871 -0.96147 -1.18657  0.258
14 H 2.37470 0.93454 1.53719  0.201
15 H 2.54398 2.20268 0.36738  0.278
16 H 3.02580 0.48518 -0.24477  0.212



Sorted by energy, starting with the most stable: *a*, *b*, *c*.



*a*
2 unconnected molecules or ions with the total composition C2H8N2S2, computed with ωB97M-V/def2-TZVPD.

Output
* HOMO: -0.33112 hartree
* HOMO-LUMO gap: 0.338 Eh
* LUMO energy: 0.2 eV

Each line ends with the natural charge from an NBO analysis.
Element x y z (Å)
1 H -1.07227 2.48817 1.12083  0.337
2 N -0.64797 2.75379 2.00178  -0.713
3 C -0.84826 1.74373 2.75806  0.273
4 N -0.24682 1.67064 3.98892  -0.822
5 H -1.58839 0.95457 2.60867  0.148
6 H 0.52127 2.32730 4.07604  0.386
7 H -0.08603 0.87033 4.55815  0.392
8 C 0.49506 -1.78099 -3.99612  -0.765
9 S 1.37547 -2.73968 -2.76814  0.104
10 S 0.14119 -2.16534 -1.11210  -0.157
11 H -0.51917 -2.17492 -4.03841  0.219
12 H 0.90929 -1.76809 -5.00042  0.235
13 H 0.45492 -0.73725 -3.68476  0.224
14 H 1.11171 -1.44225 -0.51252  0.139



*b*
2 unconnected molecules or ions with the total composition C2H8N2S2, computed with ωB97M-V/def2-TZVPD.

Output
* HOMO (spin up / spin down): -0.27717 / -0.25433 hartree
* HOMO-LUMO gap (spin up / spin down): 0.303 / 0.279 Eh
* LUMO energy (spin up / spin down): 0.7 / 0.7 eV

Each line ends with the natural charge from an NBO analysis.
Element x y z (Å)
1 C -0.14740 -0.09475 1.54450  -0.555
2 C 0.87781 0.46515 0.53694  -0.372
3 N 0.23132 -0.22334 -2.40434  -0.605
4 N -0.32602 0.29314 -1.34908  -0.467
5 S -0.91539 -1.59072 0.83464  -0.166
6 S 1.38516 2.02739 0.84128  0.071
7 H 0.23000 -0.51610 2.43547  0.230
8 H -0.92330 0.68493 1.76144  0.206
9 H 1.60466 -0.24508 0.14509  0.230
10 H 0.82716 0.41373 -3.00064  0.359
11 H 0.45675 -1.28504 -2.35299  0.385
12 H -0.48858 1.30737 -1.47539  0.358
13 H -0.76200 -0.93615 -0.40095  0.196
14 H 0.49200 2.64131 1.62358  0.131



Sorted by energy, starting with the most stable: *a*, *b*.